Below is a cluster of 21 separate species, C27H38BCl60N2O in total at a distorted geometry, with properties calculated with the ωB97M-V functional and the def2-TZVPD basis.

The geometry in XYZ format:
```
129
Properties=species:S:1:pos:R:3
C -3.182 2.444 0.340
N -3.376 1.306 1.318
C -4.799 1.196 1.821
B -2.827 -0.014 0.807
O -3.566 -0.626 -0.353
C -1.542 -0.840 1.439
C -2.107 -2.134 2.283
C -2.873 -1.761 3.684
N -2.131 -0.804 4.589
C -1.530 0.400 3.898
C -0.669 0.065 2.541
H -3.831 2.192 -0.610
H -3.517 3.485 0.809
H -2.025 2.529 0.115
H -5.537 1.237 0.894
H -4.995 0.154 2.358
H -5.102 2.042 2.574
H -3.074 -1.486 -0.502
H -0.845 -1.235 0.555
H -2.903 -2.664 1.570
H -1.209 -2.882 2.431
H -2.969 -2.784 4.291
H -3.990 -1.442 3.450
H -2.853 -0.422 5.271
H -1.393 -1.250 5.191
H -0.752 0.869 4.672
H -2.354 1.245 3.752
H -0.163 1.001 2.045
H 0.211 -0.664 2.885
C -3.326 -3.495 -3.547
Cl -2.200 -3.810 -2.216
Cl -4.656 -4.666 -3.527
Cl -3.952 -1.840 -3.454
H -2.784 -3.605 -4.490
C 1.525 -4.697 -2.543
Cl 2.120 -3.229 -3.337
Cl 2.474 -6.105 -3.047
Cl 1.572 -4.513 -0.781
H 0.487 -4.855 -2.845
C 1.621 -9.024 -0.839
Cl 2.024 -9.730 -2.413
Cl 0.492 -7.673 -1.034
Cl 0.940 -10.254 0.239
H 2.541 -8.641 -0.388
C -5.666 -4.704 -7.688
Cl -4.643 -6.021 -8.288
Cl -6.959 -5.340 -6.657
Cl -4.694 -3.515 -6.805
H -6.124 -4.206 -8.546
C -0.493 5.664 0.965
Cl -1.030 5.204 -0.660
Cl -1.025 7.310 1.353
Cl -1.099 4.515 2.169
H 0.599 5.642 0.986
C 1.755 -0.375 5.763
Cl 0.868 -1.681 6.566
Cl 1.858 1.046 6.816
Cl 3.374 -0.920 5.293
H 1.210 -0.094 4.858
C 1.508 10.090 0.947
Cl 1.628 11.564 -0.029
Cl 2.650 8.866 0.367
Cl 1.797 10.451 2.657
H 0.495 9.692 0.845
C 4.770 -10.313 2.407
Cl 3.417 -11.056 3.277
Cl 6.065 -11.494 2.146
Cl 4.222 -9.640 0.863
H 5.165 -9.497 3.018
C -1.098 -5.028 -6.742
Cl -0.503 -3.561 -7.537
Cl -0.148 -6.437 -7.247
Cl -1.050 -4.845 -4.980
H -2.136 -5.187 -7.044
C 6.393 -0.432 2.857
Cl 4.707 -0.257 2.341
Cl 7.127 1.157 3.132
Cl 6.496 -1.426 4.320
H 6.946 -0.934 2.059
C 11.009 0.152 1.676
Cl 9.656 -0.591 2.546
Cl 12.304 -1.029 1.415
Cl 10.461 0.825 0.132
H 11.404 0.968 2.287
C 0.769 10.385 6.900
Cl 1.492 11.725 5.995
Cl 0.208 9.118 5.795
Cl 1.928 9.724 8.066
H -0.094 10.768 7.451
C 0.902 15.089 1.027
Cl -0.563 15.986 0.591
Cl 2.319 16.152 0.979
Cl 0.729 14.356 2.631
H 1.047 14.289 0.296
C 11.170 0.640 5.918
Cl 9.654 -0.249 5.689
Cl 11.620 1.496 4.433
Cl 11.027 1.775 7.271
H 11.959 -0.079 6.153
C -0.099 5.070 -4.574
Cl 0.923 3.753 -5.174
Cl -1.392 4.433 -3.543
Cl 0.872 6.259 -3.691
H -0.557 5.568 -5.432
C 6.541 -14.483 -0.370
Cl 6.021 -13.029 -1.240
Cl 8.037 -14.170 0.525
Cl 5.265 -15.041 0.725
H 6.736 -15.271 -1.102
C -6.167 -8.501 -11.438
Cl -4.794 -9.287 -10.640
Cl -7.019 -7.438 -10.305
Cl -5.623 -7.589 -12.857
H -6.861 -9.276 -11.772
C -2.729 7.514 8.482
Cl -1.944 6.775 7.076
Cl -2.087 9.141 8.770
Cl -4.485 7.570 8.257
H -2.513 6.899 9.360
C -9.750 -10.819 -10.311
Cl -8.377 -11.605 -9.513
Cl -10.603 -9.756 -9.179
Cl -9.206 -9.908 -11.730
H -10.444 -11.594 -10.645
C -3.585 17.165 -2.019
Cl -2.473 18.449 -2.524
Cl -5.230 17.799 -1.847
Cl -3.553 15.823 -3.176
H -3.257 16.788 -1.046
```

Summary:
Kohn-Sham gap = 8.3828 eV
E_HOMO = -11.28 eV
electronic energy = -785655.143 eV
net charge = +1

Atom charges from the Löwdin analysis, given in e for atoms 1 to 99: -0.129 -0.195 -0.104 -0.427 0.023 -0.177 -0.128 -0.113 0.010 -0.133 -0.109 0.113 0.095 0.072 0.115 0.086 0.103 0.049 0.165 0.143 0.137 0.161 0.144 0.201 0.120 0.136 0.154 0.139 0.123 -1.584 0.521 0.527 0.555 -0.102 -1.572 0.527 0.515 0.480 -0.076 -1.568 0.525 0.495 0.517 -0.075 -1.501 0.521 0.528 0.534 0.025 -1.493 0.500 0.552 0.522 0.023 -1.537 0.544 0.550 0.522 -0.032 -1.536 0.544 0.515 0.501 -0.026 -1.500 0.525 0.517 0.565 0.020 -1.494 0.540 0.548 0.590 -0.038 -1.538 0.494 0.505 0.499 -0.006 -1.551 0.488 0.535 0.530 -0.092 -1.543 0.515 0.480 0.523 -0.015 -1.548 0.516 0.527 0.504 -0.034 -1.487 0.488 0.591 0.535 0.027

Below is the molecule C2H3N2O2P at a distorted geometry, with properties calculated with the ωB97M-V functional and the def2-TZVPD basis.

The geometry in XYZ format:
```
10
Properties=species:S:1:pos:R:3
C 0.154 -0.904 -0.112
C 0.999 0.284 -0.490
N -1.184 -0.619 0.094
N -1.621 0.598 0.125
O 0.603 -2.010 0.112
O 0.942 0.924 -1.513
P 2.107 0.628 0.912
H -1.774 -1.448 0.253
H -2.634 0.648 0.206
H 2.407 1.898 0.411
```

Summary:
Kohn-Sham gap (alpha / beta) = 6.5238 / 8.9078 eV
E_HOMO (alpha / beta) = -8.72 / -9.43 eV
electronic energy = -18482.576 eV
energy relative to the best compared isomer or geometry (same formula, charge and spin) = 101.7 kcal per mole

And the natural (NBO) charges, in e, turn out to be: 0.536 0.162 -0.374 -0.384 -0.538 -0.458 0.389 0.389 0.329 -0.051

Below is the ion C5H9ClN with charge +1 at a distorted geometry, with properties calculated with the ωB97M-V functional and the def2-TZVPD basis.

The geometry in XYZ format:
```
16
Properties=species:S:1:pos:R:3
C -1.032 -1.282 0.058
C -1.956 -0.363 -0.064
C 0.381 -1.166 -0.449
C -0.161 1.216 -0.946
C 0.968 0.643 1.199
N 0.719 0.248 -0.261
Cl -3.360 0.429 0.124
H -1.294 -2.333 0.422
H 1.127 -1.839 0.204
H 0.387 -1.280 -1.599
H -0.018 1.326 -2.017
H -0.497 2.119 -0.534
H 1.335 1.743 1.270
H -0.016 0.487 1.731
H 1.654 -0.203 1.534
H 1.765 0.256 -0.672
```

Summary:
Kohn-Sham gap (alpha / beta) = 7.9944 / 8.8269 eV
E_HOMO (alpha / beta) = -12.59 / -13.21 eV
electronic energy = -19331.296 eV
net charge = +1
energy relative to the best compared isomer or geometry (same formula, charge and spin) = 107.7 kcal per mole

And the natural (NBO) charges, in e, turn out to be: -0.364 0.041 -0.241 -0.280 -0.424 -0.415 0.254 0.277 0.261 0.265 0.219 0.223 0.265 0.244 0.229 0.447

Below is a structure of composition C34H29FeN5O4Se3 at a distorted geometry, with properties calculated with the ωB97M-V functional and the def2-TZVPD basis.

The geometry in XYZ format:
```
76
Properties=species:S:1:pos:R:3
Fe 0.701 1.224 -0.613
O -1.703 -0.080 5.859
C -0.339 0.212 5.618
C -0.089 0.143 4.138
C 1.170 -0.160 3.638
C 1.365 -0.167 2.268
N 0.396 0.107 1.400
C -0.829 0.352 1.877
C -1.111 0.386 3.231
C -1.867 0.594 0.834
C -3.226 0.502 1.096
C -4.135 0.654 0.064
C -5.625 0.566 0.291
O -6.308 1.688 -0.236
C -3.633 0.901 -1.209
C -2.270 0.982 -1.393
N -1.386 0.838 -0.391
H -1.852 -0.117 6.808
H 0.326 -0.488 6.132
H -0.090 1.223 5.963
H 1.995 -0.390 4.300
H 2.330 -0.412 1.846
H -2.105 0.602 3.594
H -3.575 0.276 2.095
H -5.836 0.415 1.353
H -6.018 -0.297 -0.248
H -6.090 2.467 0.286
H -4.302 1.040 -2.048
H -1.859 1.176 -2.369
Se 3.638 2.435 1.688
Se 3.944 2.707 -0.592
C 3.767 0.865 -1.072
C 4.890 0.244 -1.602
C 4.806 -1.077 -2.010
C 3.608 -1.744 -1.840
C 2.543 -1.059 -1.287
N 2.594 0.227 -0.925
C 1.892 3.213 1.861
C 1.786 4.243 2.790
C 0.568 4.877 2.949
C -0.492 4.478 2.153
C -0.290 3.447 1.257
N 0.869 2.793 1.122
H 5.817 0.795 -1.677
H 5.670 -1.579 -2.428
H 3.485 -2.779 -2.129
H 1.602 -1.558 -1.097
H 2.656 4.553 3.352
H 0.459 5.690 3.654
H -1.455 4.966 2.206
H -1.090 3.134 0.600
O 0.358 4.233 -3.227
C 0.479 3.170 -2.652
O 0.648 2.975 -1.390
C 0.413 1.880 -3.432
C 0.326 1.853 -4.815
C 0.239 0.630 -5.451
C 0.227 -0.527 -4.681
C 0.325 -0.411 -3.309
N 0.426 0.771 -2.688
H 0.322 2.797 -5.342
H 0.174 0.570 -6.530
H 0.135 -1.506 -5.131
H 0.303 -1.291 -2.680
Se -0.759 -2.671 -0.133
C -0.310 -4.433 -0.524
C -1.297 -5.364 -0.882
C -0.943 -6.663 -1.198
C 0.391 -7.053 -1.149
C 1.378 -6.143 -0.780
C 1.033 -4.840 -0.473
H -2.333 -5.054 -0.906
H -1.705 -7.378 -1.478
H 0.664 -8.071 -1.396
H 2.413 -6.455 -0.735
H 1.792 -4.126 -0.177
```

Summary:
Kohn-Sham gap (alpha / beta) = 8.0510 / 6.4480 eV
E_HOMO (alpha / beta) = -10.92 / -10.90 eV
spin multiplicity = 2
electronic energy = -281790.485 eV
net charge = +1
energy relative to the best compared isomer or geometry (same formula, charge and spin) = 37.6 kcal per mole

And the Löwdin charges, in e, turn out to be: 0.586 -0.047 -0.198 -0.160 0.011 -0.139 0.047 -0.236 0.063 -0.234 0.053 -0.162 -0.201 -0.036 0.029 -0.064 0.060 0.099 0.130 0.136 0.126 0.095 0.121 0.124 0.124 0.136 0.099 0.132 0.111 0.717 0.754 -0.644 -0.091 -0.034 -0.032 -0.145 -0.008 -0.636 -0.100 -0.043 -0.028 -0.110 0.014 0.103 0.120 0.113 0.029 0.099 0.118 0.115 0.109 0.085 -0.576 -0.130 -0.169 0.028 -0.028 -0.031 -0.115 0.044 0.130 0.118 0.113 0.076 0.876 -0.690 -0.127 -0.070 -0.061 -0.074 -0.138 0.096 0.111 0.111 0.109 0.087